The following is a quantum chemistry calculation of 9 unconnected molecules or ions with the total composition C14H46N4O9, from the OMol25 dataset.

Properties
Multiplicity   1
Electronic energy   -39654.003 eV
Structure (SMILES)   NC(N)=O.NC(N)=O.CC(C)O.CC(C)O.CC(C)O.CC(C)O.O.O.O
Energy above the lowest of the compared OMol25 structures with the same formula, charge and spin   0.0 kcal per mole
Charge   0
Orbital gap   10.01 eV

Bonds (Å) are listed after each position.
CARTESIAN COORDINATES (ANGSTROEM)
1 O 1.68 -2.85 0.30  C19 1.208
2 O -0.86 -3.43 -1.18  H29 0.966, H66 0.975
3 O 0.10 -0.50 -0.62  H31 1.004, H47 1.011
4 O 3.43 1.63 1.39  C20 1.441, H33 0.962
5 O -0.60 2.08 -1.87  H30 0.919, H65 0.999
6 O -2.71 4.28 -0.60  C23 1.453, H68 0.937
7 O -1.64 -0.54 1.72  C14 1.523, H69 0.977
8 O 1.05 -1.28 -3.18  C26 1.418, H52 0.976
9 O 3.17 -1.69 3.57  C22 1.230
10 N 1.12 -1.16 2.63  C22 1.372, H48 1.018, H72 0.970
11 N 1.65 -0.52 4.74  C22 1.346, H42 1.017, H70 0.973
12 N 3.00 -3.27 -1.43  C19 1.330, H56 0.986, H62 1.012
13 N 3.81 -2.60 0.65  C19 1.347, H45 1.001, H63 1.018
14 C -2.32 -1.89 1.57  O7 1.523, C18 1.527, C27 1.581, H59 1.084
15 C 0.97 2.15 1.30  C20 1.541, H35 1.083, H43 1.093, H55 1.101
16 C 1.23 -2.39 -5.30  C26 1.491, H32 1.101, H51 1.112, H67 1.071
17 C -2.89 3.53 1.58  C23 1.476, H36 1.124, H40 1.144, H61 1.085
18 C -3.17 -2.23 2.80  C14 1.527, H34 1.103, H41 1.081, H50 1.106
19 C 2.79 -2.95 -0.16  O1 1.208, N12 1.330, N13 1.347
20 C 2.26 1.75 0.56  O4 1.441, C15 1.541, C25 1.513, H49 1.088
21 C -1.25 5.30 1.09  C23 1.527, H38 1.082, H53 1.072, H58 1.097
22 C 2.06 -1.16 3.64  O9 1.230, N10 1.372, N11 1.346
23 C -2.63 4.73 0.78  O6 1.453, C17 1.476, C21 1.527, H28 1.090
24 C -1.06 -1.73 -4.35  C26 1.602, H39 1.098, H46 1.098, H54 1.082
25 C 2.55 2.70 -0.59  C20 1.513, H57 1.099, H60 1.096, H64 1.077
26 C 0.50 -1.38 -4.48  O8 1.418, C16 1.491, C24 1.602, H73 1.133
27 C -3.15 -1.87 0.23  C14 1.581, H37 1.049, H44 1.101, H71 1.040
28 H -3.46 5.41 0.99  C23 1.090
29 H -0.68 -2.87 -1.95  O2 0.966
30 H -1.40 2.45 -1.60  O5 0.919
31 H 0.67 -1.19 -0.16  O3 1.004
32 H 1.09 -3.37 -4.82  C16 1.101
33 H 3.33 0.96 2.07  O4 0.962
34 H -2.47 -2.57 3.58  C18 1.103
35 H 0.17 2.24 0.57  C15 1.083
36 H -1.95 2.91 1.61  C17 1.124
37 H -4.08 -1.47 0.51  C27 1.049
38 H -0.57 4.49 1.30  C21 1.082
39 H -1.64 -0.94 -3.86  C24 1.098
40 H -3.09 3.81 2.67  C17 1.144
41 H -3.81 -1.44 3.13  C18 1.081
42 H 0.78 -0.04 4.99  N11 1.017
43 H 1.00 3.14 1.76  C15 1.093
44 H -2.69 -1.40 -0.66  C27 1.101
45 H 3.60 -2.30 1.58  N13 1.001
46 H -1.20 -2.74 -3.93  C24 1.098
47 H -0.63 -0.33 0.06  O3 1.011
48 H 1.38 -1.68 1.79  N10 1.018
49 H 2.13 0.77 0.11  C20 1.088
50 H -3.90 -3.06 2.70  C18 1.106
51 H 2.31 -2.11 -5.23  C16 1.112
52 H 0.45 -0.81 -2.57  O8 0.976
53 H -0.93 5.85 0.23  C21 1.072
54 H -1.48 -1.84 -5.34  C24 1.082
55 H 0.72 1.44 2.09  C15 1.101
56 H 3.89 -3.14 -1.83  N12 0.986
57 H 3.34 2.37 -1.27  C25 1.099
58 H -1.27 5.92 2.00  C21 1.097
59 H -1.50 -2.60 1.58  C14 1.084
60 H 1.61 2.78 -1.14  C25 1.096
61 H -3.62 2.93 1.05  C17 1.085
62 H 2.18 -3.14 -2.01  N12 1.012
63 H 4.77 -2.46 0.34  N13 1.018
64 H 2.82 3.69 -0.29  C25 1.077
65 H -0.59 1.17 -1.44  O5 0.999
66 H 0.02 -3.47 -0.76  O2 0.975
67 H 0.89 -2.44 -6.31  C16 1.071
68 H -2.56 4.99 -1.20  O6 0.937
69 H -2.32 0.16 1.73  O7 0.977
70 H 2.25 -0.66 5.49  N11 0.973
71 H -3.37 -2.87 0.01  C27 1.040
72 H 0.19 -0.88 2.64  N10 0.970
73 H 0.53 -0.35 -4.97  C26 1.133